H24KrO12 as an isolated structure, computed with the ωB97M-V functional and the def2-TZVPD basis.

XYZ file:
```
37
H24KrO12 the ωB97M-V functional and the def2-TZVPD basis
Kr 4.1821 0.7339 18.9080
O 1.7960 0.6424 21.8978
H 2.4964 0.2958 22.4505
H 2.1124 1.5022 21.6205
O 6.0085 -2.3662 17.9083
H 6.8566 -2.5644 17.5112
H 5.4319 -3.0675 17.6051
O 4.9618 4.2569 19.8617
H 4.7694 4.2253 18.9246
H 5.3030 5.1394 20.0070
O 5.0414 -0.4394 15.6862
H 5.8948 -0.7595 15.3939
H 5.0087 -0.6591 16.6173
O 7.0680 -1.1143 20.4146
H 7.6571 -1.7664 20.7941
H 6.9522 -1.3950 19.5068
O 2.2588 3.0751 20.5049
H 1.7127 3.6763 21.0114
H 2.9467 3.6289 20.1358
O 7.0886 2.6738 20.3752
H 6.4266 3.3305 20.1592
H 6.6497 2.0827 20.9869
O 0.6086 1.8572 18.2849
H 1.0476 1.3905 17.5738
H 1.3165 2.1174 18.8743
O 4.6823 2.2011 15.2190
H 4.8361 1.2647 15.3447
H 5.0644 2.6132 15.9938
O 1.9046 -2.0604 17.4305
H 1.8488 -1.8020 18.3504
H 1.9882 -1.2345 16.9539
O 4.9135 -2.7831 21.3091
H 4.2166 -2.9812 20.6835
H 5.5167 -2.2186 20.8256
O 1.2369 -0.8100 19.7487
H 0.4244 -0.4439 19.3993
H 1.4744 -0.2242 20.4675
```

Calculated values
multiplicity: 1
Kohn-Sham gap: 10.5 eV
largest force on an atom: 1.0 eV/A



One molecule with the formula C4H8O3, computed with the ωB97M-V functional and the def2-TZVPD basis.

XYZ file:
```
15
C4H8O3 the ωB97M-V functional and the def2-TZVPD basis
C -0.7804 1.4751 1.2970
O -0.3023 0.1297 1.1836
C 0.3036 -0.1918 -0.0565
C -0.6960 -0.5964 -1.1529
O 1.1860 0.8240 -0.4250
C 1.1170 -1.4715 0.0748
O 2.2019 -1.5573 -0.4578
H 0.0382 2.2112 1.2372
H -1.2619 1.5574 2.2842
H -1.5275 1.6997 0.5164
H -1.5545 -1.1370 -0.7336
H -0.2821 -1.2801 -1.9231
H -1.0098 0.3021 -1.6745
H 2.0328 0.3748 -0.5991
H 0.5352 -2.3399 0.4293
```

Calculated values
multiplicity: 1
Kohn-Sham gap: 10.8 eV
largest force on an atom: 0.9 eV/A